This record from OMol25 describes 8 unconnected molecules or ions with the total composition C38H98N6O15 in a non-equilibrium geometry. The level of theory is ωB97M-V/def2-TZVPD.

HOMO-LUMO gap (alpha / beta)   0.0515 / 0.3017 hartree
DFT total energy   -80632.11948 eV
Expectation value of S²   0.751

```
! RIJCOSX wB97M-V def2-TZVPD def2/J DEFGRID3
* xyz -1 2
C -4.38447 -6.47945 -0.15054
C -4.53863 -5.04133 -0.90337
C -3.22099 -4.29273 -1.12295
O -2.30006 -5.27945 -1.70217
C -0.96353 -4.84287 -1.76139
N -5.10445 -5.38066 -2.17755
H -4.09144 -6.30192 0.88422
H -3.58674 -7.14471 -0.48093
H -5.36239 -6.95647 -0.08546
H -5.21453 -4.39266 -0.34617
H -2.98314 -3.81496 -0.17255
H -3.40414 -3.52349 -1.87317
H -0.64766 -5.73646 -2.29975
H -0.44418 -4.66182 -0.82033
H -1.08864 -3.92680 -2.33870
H -4.70637 -6.25157 -2.49871
H -4.84603 -4.71703 -2.89373
C 5.67844 0.95695 -1.09689
C 5.76387 -0.60502 -1.18562
O 7.05619 -1.08310 -1.08545
O 6.07044 1.32277 0.15235
H 4.65354 1.28425 -1.27163
H 6.30561 1.53756 -1.77340
H 5.31538 -1.13878 -2.02351
H 5.24325 -0.97080 -0.30061
H 7.21400 -0.98742 -0.14335
H 5.88540 2.25657 0.27636
C 3.06740 2.33555 2.31615
C 1.58275 2.85946 2.78744
O 1.67948 3.41178 4.03130
O 3.38698 1.04765 2.77426
H 3.83534 2.98398 2.73792
H 3.27141 2.50869 1.25950
H 0.76443 2.15350 2.64578
H 1.45117 3.65309 2.05197
H 1.53619 2.72763 4.68935
H 3.00466 0.31661 2.28333
C 8.59297 6.98892 0.77688
O 7.36832 6.27505 0.58527
C 6.25658 6.72942 1.24046
C 5.22060 5.52440 1.38014
N 5.11681 4.80339 0.12858
C 4.20499 5.57505 -0.79127
C 2.74662 5.45934 -0.42515
O 2.40338 6.44271 0.55729
C 1.04837 6.44809 0.93737
H 8.95518 6.69932 1.76331
H 8.46873 8.06967 0.70865
H 9.29927 6.68207 0.00546
H 5.73551 7.49080 0.66004
H 6.36080 7.23893 2.19840
H 4.30650 5.77355 1.91906
H 5.68113 4.81799 2.07079
H 6.04144 4.78260 -0.27730
H 4.25509 5.20209 -1.81425
H 4.49347 6.60564 -0.99808
H 2.55549 4.47377 -0.00062
H 1.96568 5.48212 -1.18522
H 0.94427 6.82076 1.95638
H 0.42153 5.57154 0.77360
H 0.54895 7.30701 0.48912
C -4.07927 1.09624 5.90245
O -5.39933 0.83332 5.43494
C -6.13758 1.78168 4.65713
C -7.34556 0.99074 4.16425
N -7.07234 -0.25331 3.45717
C -6.37817 -0.25638 2.12272
C -7.28439 0.16842 0.98197
O -6.33984 0.31444 -0.06546
C -6.83269 -0.19840 -1.27618
H -3.90040 2.17089 5.86746
H -3.21607 0.96197 5.25057
H -3.90283 0.86043 6.95191
H -5.48895 1.87708 3.78635
H -6.51177 2.68784 5.13354
H -7.84949 1.75806 3.57655
H -7.97929 0.79661 5.02959
H -6.65433 -0.84135 4.16398
H -5.81354 -1.17423 1.95887
H -5.45835 0.31927 2.01955
H -7.67922 1.18250 1.04399
H -8.10130 -0.54852 0.89986
H -7.28257 -1.19012 -1.32315
H -5.93724 -0.20330 -1.89767
H -7.55736 0.55204 -1.59208
C -10.70966 -7.16715 4.49229
O -10.19329 -5.91498 4.09755
C -8.77049 -5.92008 4.13581
C -8.06332 -5.76578 2.75044
N -6.59017 -5.79913 2.99466
C -6.08481 -4.81669 3.92999
C -4.53431 -4.60631 4.03128
O -3.83568 -4.62450 2.83256
C -2.39595 -4.34782 2.94881
H -10.27649 -8.01724 3.96521
H -11.74000 -7.26746 4.15102
H -10.69811 -7.07265 5.57812
H -8.51718 -6.76114 4.78120
H -8.38029 -5.11366 4.75672
H -8.35962 -4.82216 2.29230
H -8.53022 -6.50855 2.10361
H -6.07527 -5.85914 2.12784
H -6.52480 -4.95152 4.91808
H -6.42520 -3.83677 3.59537
H -4.12651 -5.35102 4.71481
H -4.23955 -3.66773 4.50060
H -2.36746 -3.32285 3.31857
H -1.94078 -4.44361 1.96304
H -1.94113 -4.91418 3.76150
C 6.50420 -2.18723 -5.67322
O 6.40879 -0.74468 -5.96662
C 6.26274 0.02689 -4.82229
C 6.40598 1.49105 -5.13722
N 5.42230 1.88624 -6.18820
C 5.83225 3.01303 -7.08015
C 7.17021 2.85796 -7.87490
O 7.25874 4.04571 -8.53899
C 8.05055 4.07084 -9.68641
H 6.63835 -2.38098 -4.60901
H 7.39826 -2.70425 -6.02169
H 5.61503 -2.75181 -5.95382
H 7.13640 -0.24135 -4.22825
H 5.37027 -0.26285 -4.26765
H 7.39879 1.53305 -5.58517
H 6.45617 2.08983 -4.22781
H 5.45197 1.07310 -6.78653
H 5.82404 3.90395 -6.45223
H 5.06180 3.25850 -7.81108
H 7.15913 1.98511 -8.52766
H 8.07921 2.91016 -7.27565
H 7.28361 4.08168 -10.46088
H 8.78259 3.26751 -9.76926
H 8.48808 5.06917 -9.68402
C 2.90771 1.74225 -3.00682
O 2.27357 0.66175 -2.34916
C 1.72162 1.28212 -1.16958
C 0.76347 0.45073 -0.31653
N 1.39437 -0.82228 0.14514
C 0.57836 -1.93164 0.65527
C -0.52470 -1.55753 1.71209
O -1.71619 -1.64941 1.01836
C -2.85494 -0.92515 1.49758
H 3.80409 1.22986 -3.35622
H 3.29770 2.56509 -2.40769
H 2.35013 2.05257 -3.89050
H 1.19265 2.21388 -1.36983
H 2.56829 1.51702 -0.52454
H -0.04376 0.14129 -0.98041
H 0.36293 0.92213 0.58094
H 2.24019 -0.99881 -0.37786
H 1.27097 -2.57637 1.19630
H 0.05354 -2.49873 -0.11354
H -0.43075 -0.59317 2.21137
H -0.50854 -2.21182 2.58372
H -2.71203 0.15544 1.49761
H -3.10025 -1.21224 2.52007
H -3.69590 -1.15214 0.84234
*
```

Löwdin population analysis, charges in e, atoms 1 to 99: number 1, C, carries -0.039; number 2, C, carries -0.391; number 3, C, carries -0.166; number 4, O, carries -0.223; number 5, C, carries -0.108; number 6, N, carries 0.012; number 7, H, carries 0.042; number 8, H, carries 0.067; number 9, H, carries 0.064; number 10, H, carries 0.123; number 11, H, carries 0.105; number 12, H, carries 0.115; number 13, H, carries 0.094; number 14, H, carries 0.073; number 15, H, carries 0.088; number 16, H, carries 0.063; number 17, H, carries 0.061; number 18, C, carries -0.259; number 19, C, carries -0.246; number 20, O, carries -0.059; number 21, O, carries -0.050; number 22, H, carries 0.078; number 23, H, carries 0.112; number 24, H, carries 0.108; number 25, H, carries 0.117; number 26, H, carries 0.086; number 27, H, carries 0.069; number 28, C, carries -0.230; number 29, C, carries -0.287; number 30, O, carries -0.122; number 31, O, carries -0.098; number 32, H, carries 0.100; number 33, H, carries 0.065; number 34, H, carries 0.080; number 35, H, carries 0.077; number 36, H, carries 0.071; number 37, H, carries 0.062; number 38, C, carries -0.074; number 39, O, carries -0.200; number 40, C, carries -0.245; number 41, C, carries -0.187; number 42, N, carries -0.035; number 43, C, carries -0.180; number 44, C, carries -0.218; number 45, O, carries -0.204; number 46, C, carries -0.159; number 47, H, carries 0.088; number 48, H, carries 0.085; number 49, H, carries 0.086; number 50, H, carries 0.106; number 51, H, carries 0.119; number 52, H, carries 0.117; number 53, H, carries 0.104; number 54, H, carries 0.091; number 55, H, carries 0.106; number 56, H, carries 0.111; number 57, H, carries 0.097; number 58, H, carries 0.118; number 59, H, carries 0.082; number 60, H, carries 0.072; number 61, H, carries 0.072; number 62, C, carries -0.201; number 63, O, carries -0.225; number 64, C, carries -0.224; number 65, C, carries -0.232; number 66, N, carries -0.038; number 67, C, carries -0.187; number 68, C, carries -0.220; number 69, O, carries -0.226; number 70, C, carries -0.130; number 71, H, carries 0.050; number 72, H, carries 0.038; number 73, H, carries 0.071; number 74, H, carries 0.104; number 75, H, carries 0.118; number 76, H, carries 0.105; number 77, H, carries 0.112; number 78, H, carries 0.089; number 79, H, carries 0.105; number 80, H, carries 0.095; number 81, H, carries 0.121; number 82, H, carries 0.121; number 83, H, carries 0.084; number 84, H, carries 0.085; number 85, H, carries 0.084; number 86, C, carries -0.127; number 87, O, carries -0.194; number 88, C, carries -0.231; number 89, C, carries -0.156; number 90, N, carries -0.058; number 91, C, carries -0.195; number 92, C, carries -0.238; number 93, O, carries -0.226; number 94, C, carries -0.065; number 95, H, carries 0.090; number 96, H, carries 0.079; number 97, H, carries 0.094; number 98, H, carries 0.114; number 99, H, carries 0.094


This record from OMol25 describes 2 unconnected molecules or ions with the total composition C4H13NO in a non-equilibrium geometry. The level of theory is ωB97M-V/def2-TZVPD.

HOMO-LUMO gap   0.3546 hartree
Energy relative to the best compared isomer or geometry (same formula, charge and spin)   25.2 kcal per mole
Structure (SMILES)   CCN(C)C.O
DFT total energy   -7895.57012 eV

```
! RIJCOSX wB97M-V def2-TZVPD def2/J DEFGRID3
* xyz 0 1
C -2.76162 0.25946 -0.03785
C -1.39971 -0.41549 0.17624
N -0.37395 0.64593 0.10787
C 0.91616 0.11374 0.45938
C -0.14896 1.14434 -1.21997
H -2.84344 1.19419 0.54197
H -3.61841 -0.38752 0.21498
H -2.81184 0.50607 -1.11175
H -1.30739 -0.80194 1.20947
H -1.16884 -1.24773 -0.51624
H 1.33704 -0.76996 -0.04909
H 0.84005 -0.10402 1.53798
H 1.60692 0.96224 0.31966
H -0.02273 0.35366 -1.97858
H 0.73794 1.79966 -1.24389
H -1.03682 1.74428 -1.48147
O 4.02098 -1.87886 0.68398
H 3.53261 -2.07676 1.51498
H 4.50195 -1.04135 0.87239
*
```

How is the electron density shared among the atoms? According to Löwdin, the charges in e are: number 1, C, carries -0.099; number 2, C, carries -0.265; number 3, N, carries -0.293; number 4, C, carries -0.159; number 5, C, carries -0.143; number 6, H, carries 0.082; number 7, H, carries 0.070; number 8, H, carries 0.062; number 9, H, carries 0.112; number 10, H, carries 0.118; number 11, H, carries 0.085; number 12, H, carries 0.085; number 13, H, carries 0.082; number 14, H, carries 0.094; number 15, H, carries 0.085; number 16, H, carries 0.079; number 17, O, carries -0.090; number 18, H, carries 0.047; number 19, H, carries 0.049


This record from OMol25 describes C6H6O2S in the gas phase in a non-equilibrium geometry. The level of theory is ωB97M-V/def2-TZVPD.

HOMO-LUMO gap   0.2503 hartree
Energy relative to the best compared isomer or geometry (same formula, charge and spin)   24.2 kcal per mole
Structure (SMILES)   OC1=CC=C(O)C(=S)C1
DFT total energy   -21247.70789 eV

```
! RIJCOSX wB97M-V def2-TZVPD def2/J DEFGRID3
* xyz 0 1
O -2.46571 0.47094 1.16727
C -1.33192 0.14786 0.51641
C -0.86368 -1.12528 0.52691
C 0.48574 -1.43671 0.09940
C 1.33759 -0.38705 -0.38130
O 2.64234 -0.67450 -0.62584
C 0.81309 0.89526 -0.62407
S 1.55995 1.75444 -1.82627
C -0.55981 1.31791 -0.05528
H -2.85195 -0.37478 1.49518
H -1.36907 -1.91668 1.08556
H 1.02408 -2.32773 0.22250
H 2.89832 -0.18725 -1.45425
H -1.08275 1.79344 -0.93879
H -0.23622 2.05013 0.79258
*
```

How is the electron density shared among the atoms? According to Löwdin, the charges in e are: number 1, O, carries 0.058; number 2, C, carries -0.329; number 3, C, carries -0.039; number 4, C, carries 0.059; number 5, C, carries -0.410; number 6, O, carries -0.014; number 7, C, carries -0.677; number 8, S, carries 0.728; number 9, C, carries -0.094; number 10, H, carries 0.129; number 11, H, carries 0.114; number 12, H, carries 0.099; number 13, H, carries 0.063; number 14, H, carries 0.137; number 15, H, carries 0.175


This record from OMol25 describes a molecular structure, C27H43CsO5Te in a non-equilibrium geometry. The level of theory is ωB97M-V/def2-TZVPD.

HOMO-LUMO gap   0.1927 hartree
Energy relative to the best compared isomer or geometry (same formula, charge and spin)   0.0 kcal per mole
DFT total energy   -46777.37502 eV

```
! RIJCOSX wB97M-V def2-TZVPD def2/J DEFGRID3
* xyz -2 1
Cs 0.33208 -0.85661 -0.38163
O 2.02842 -2.45814 -4.36138
C 1.13970 -2.11912 -3.57204
O 1.20658 -1.21288 -2.65262
C -0.22101 -2.81013 -3.70883
C -1.38314 -1.79304 -3.70392
C -2.66418 -2.46417 -4.23601
C -3.09303 -3.32355 -3.00554
C -1.94259 -3.03162 -2.03096
O -1.69627 -1.63455 -2.30620
C -0.66048 -3.74064 -2.50929
C 0.40040 -3.98166 -1.40409
O 1.29536 -4.79787 -1.69339
O 0.23965 -3.34293 -0.31809
H -0.19251 -3.36715 -4.64025
H -1.14452 -0.82605 -4.13436
H -3.41872 -1.71720 -4.48495
H -2.46349 -3.06190 -5.12643
H -4.03669 -2.97107 -2.59123
H -3.18628 -4.38790 -3.22998
H -2.15538 -3.16074 -0.97666
H -0.89758 -4.72922 -2.90135
C -0.72051 2.19888 0.37176
C 0.29307 2.03612 1.35875
C -0.26780 1.20325 2.39083
C -1.59642 0.88847 1.98200
C -1.87754 1.49240 0.74111
C -3.19657 1.43047 -0.00672
C -3.81750 0.03079 0.10383
C -2.99742 1.75017 -1.49125
C -4.18705 2.44655 0.58155
C 0.29925 0.62364 3.69499
C -0.82997 0.01108 4.53414
C 0.94753 1.68352 4.59652
C 1.29529 -0.52460 3.44760
C 1.63099 2.78179 1.20571
C 1.62630 4.09452 2.01219
C 2.87538 1.95995 1.58103
C 1.83748 3.18946 -0.26172
H -0.60789 2.75125 -0.55160
H -2.29065 0.26955 2.53512
H -3.16013 -0.71761 -0.34827
H -4.78416 -0.00442 -0.41603
H -3.98373 -0.24389 1.15056
H -2.31758 1.02837 -1.95573
H -2.58016 2.75411 -1.62610
H -3.95812 1.70604 -2.02055
H -4.35927 2.23440 1.64192
H -5.15236 2.41705 0.05413
H -3.77479 3.45816 0.50598
H -1.60735 0.75111 4.75031
H -0.41494 -0.35221 5.48257
H -1.29534 -0.83707 4.02390
H 0.22885 2.48399 4.80232
H 1.83106 2.13727 4.15190
H 1.25121 1.23292 5.55085
H 0.80825 -1.33452 2.89939
H 1.65093 -0.93425 4.40422
H 2.16294 -0.21417 2.86713
H 1.48946 3.91574 3.07994
H 0.79560 4.72180 1.67366
H 2.56656 4.64865 1.86978
H 2.90990 1.69035 2.63506
H 3.77987 2.54339 1.36329
H 2.92782 1.04194 0.98632
H 1.07586 3.89936 -0.59450
H 1.81366 2.31839 -0.92256
H 2.81606 3.67225 -0.37063
C 5.76720 -0.22237 -0.82858
Te 3.90002 -0.48557 -1.88262
C 3.86859 -2.57438 -1.49539
H 6.54938 -0.84130 -1.27679
H 5.65233 -0.48126 0.22698
H 6.05756 0.82964 -0.90366
H 3.52066 -2.77451 -0.48453
H 4.87693 -2.96072 -1.63977
H 3.18489 -3.03580 -2.21117
*
```

How is the electron density shared among the atoms? According to Löwdin, the charges in e are: number 1, Cs, carries 1.412; number 2, O, carries -0.018; number 3, C, carries -0.666; number 4, O, carries -0.507; number 5, C, carries -0.105; number 6, C, carries -0.257; number 7, C, carries -0.103; number 8, C, carries -0.106; number 9, C, carries -0.280; number 10, O, carries -0.206; number 11, C, carries -0.105; number 12, C, carries -0.691; number 13, O, carries -0.026; number 14, O, carries -0.366; number 15, H, carries 0.136; number 16, H, carries 0.155; number 17, H, carries 0.100; number 18, H, carries 0.103; number 19, H, carries 0.100; number 20, H, carries 0.103; number 21, H, carries 0.145; number 22, H, carries 0.137; number 23, C, carries -0.136; number 24, C, carries -0.218; number 25, C, carries -0.193; number 26, C, carries -0.099; number 27, C, carries -0.301; number 28, C, carries -0.564; number 29, C, carries -0.053; number 30, C, carries -0.059; number 31, C, carries -0.068; number 32, C, carries -0.537; number 33, C, carries -0.094; number 34, C, carries -0.067; number 35, C, carries -0.054; number 36, C, carries -0.531; number 37, C, carries -0.060; number 38, C, carries -0.061; number 39, C, carries -0.081; number 40, H, carries 0.080; number 41, H, carries 0.078; number 42, H, carries 0.069; number 43, H, carries 0.076; number 44, H, carries 0.072; number 45, H, carries 0.078; number 46, H, carries 0.075; number 47, H, carries 0.075; number 48, H, carries 0.076; number 49, H, carries 0.067; number 50, H, carries 0.078; number 51, H, carries 0.083; number 52, H, carries 0.072; number 53, H, carries 0.077; number 54, H, carries 0.086; number 55, H, carries 0.045; number 56, H, carries 0.071; number 57, H, carries 0.076; number 58, H, carries 0.076; number 59, H, carries 0.057; number 60, H, carries 0.055; number 61, H, carries 0.081; number 62, H, carries 0.072; number 63, H, carries 0.048; number 64, H, carries 0.078; number 65, H, carries 0.051; number 66, H, carries 0.071; number 67, H, carries 0.074; number 68, H, carries 0.077; number 69, C, carries -0.513; number 70, Te, carries 1.166; number 71, C, carries -0.425; number 72, H, carries -0.025; number 73, H, carries -0.016; number 74, H, carries -0.028; number 75, H, carries 0.008; number 76, H, carries -0.005; number 77, H, carries -0.017